Formula: C21H37ClCuN2SeSi
Source: OMol25
Level of theory: ωB97M-V/def2-TZVPD

Energy relative to the best compared isomer or geometry (same formula, charge and spin): 1.4 kcal per mole
LUMO energy: 0.1009 Eh
Charge: -1
Molecular weight: 523.6 g/mol
E_HOMO: -0.1517 Eh
Orbital gap: 6.9 eV
E: -5723.5746 hartree

CARTESIAN COORDINATES (ANGSTROEM)
Cu  -1.6054  -1.1900  0.4507
C  3.8930  -2.1814  -0.4289
N  2.5722  -2.7340  -0.6045
C  1.8052  -3.2983  0.3752
Se  2.2465  -3.5126  2.1320
N  0.6578  -3.6974  -0.2179
C  0.6725  -3.3953  -1.5671
C  -0.2425  -3.6082  -2.5828
C  0.1171  -3.1884  -3.8561
C  1.3540  -2.5906  -4.1060
C  2.2761  -2.3908  -3.0884
C  1.9071  -2.8008  -1.8192
H  4.1129  -2.1767  0.6362
H  3.9202  -1.1592  -0.8129
H  4.6307  -2.7910  -0.9551
H  -0.1562  -4.0107  0.3094
H  -1.1967  -4.0756  -2.3839
H  -0.5788  -3.3262  -4.6733
H  1.5948  -2.2678  -5.1106
H  3.2291  -1.9134  -3.2741
Cl  -2.3708  -4.4124  0.5949
C  -2.7109  -2.7316  -0.1530
H  -3.7730  -2.5999  0.0671
H  -2.6527  -2.9350  -1.2264
C  2.0172  0.4843  1.2856
C  0.7771  1.0666  1.9744
C  1.1345  2.4654  2.4873
C  0.5277  0.1523  3.1857
Si  -0.7535  0.9304  0.7528
C  -2.1885  2.1027  1.4303
C  -1.9808  3.6123  1.2639
C  -2.4113  1.8230  2.9232
C  -3.5137  1.7231  0.7495
C  -0.1946  1.6274  -1.0076
C  0.6514  2.9051  -1.0077
C  0.5873  0.5272  -1.7414
C  -1.4310  1.8891  -1.8782
H  2.8280  0.3688  2.0184
H  2.3893  1.1177  0.4789
H  1.8053  -0.5105  0.8833
H  2.0395  2.4134  3.1097
H  0.3448  2.8924  3.1068
H  1.3347  3.1676  1.6753
H  1.4179  0.1450  3.8302
H  0.3454  -0.8771  2.8688
H  -0.3168  0.4726  3.7939
H  -1.0564  3.9575  1.7291
H  -2.8116  4.1588  1.7338
H  -1.9547  3.9107  0.2145
H  -1.5929  2.1847  3.5460
H  -2.5360  0.7534  3.1143
H  -3.3263  2.3309  3.2588
H  -3.5075  1.8913  -0.3262
H  -4.3312  2.3231  1.1749
H  -3.7479  0.6683  0.9147
H  1.6172  2.7592  -0.5221
H  0.1500  3.7342  -0.5033
H  0.8543  3.2215  -2.0415
H  1.5154  0.2507  -1.2358
H  0.8485  0.8630  -2.7553
H  -0.0149  -0.3794  -1.8374
H  -2.0079  2.7517  -1.5432
H  -2.0949  1.0201  -1.8972
H  -1.1151  2.0885  -2.9121

Forces on atoms 1 to 2 (eV/Å):
-0.1316 -0.0052 -0.1178
-0.0090 0.0410 -0.0007

Mulliken population analysis, charges in e, atoms 1 to 2: -0.872 -1.105


Formula: C21H37ClN
Source: OMol25
Level of theory: ωB97M-V/def2-TZVPD

Energy relative to the best compared isomer or geometry (same formula, charge and spin): 4.7 kcal per mole
LUMO energy: -0.0815 Eh
Charge: +1
Molecular weight: 339.0 g/mol
E_HOMO: -0.4025 Eh
SMILES string: CCCCCCC[N+](CC)(CC)CCCCc1ccc(Cl)cc1
Orbital gap: 8.7 eV
E: -1337.1174 hartree

CARTESIAN COORDINATES (ANGSTROEM)
C  1.1832  4.2421  0.2281
C  -0.3267  4.0342  0.2330
C  -0.7616  3.0897  -0.8859
C  -2.2792  2.9374  -1.0103
C  -2.9882  2.3990  0.2361
C  -2.4306  1.0814  0.7913
C  -2.6367  -0.0534  -0.2083
N  -2.0496  -1.3835  0.1513
C  -2.5438  -1.8385  1.4885
C  -4.0520  -1.9722  1.6303
C  -2.4540  -2.3400  -0.9259
C  -1.9795  -3.7749  -0.7551
C  -0.5580  -1.3002  0.2495
C  0.1978  -0.9927  -1.0430
C  1.6381  -0.5633  -0.7407
C  2.4951  -1.6662  -0.1090
C  3.9192  -1.1937  0.0132
C  4.3358  -0.4923  1.1371
C  5.6306  -0.0191  1.2406
C  6.5238  -0.2471  0.2050
Cl  8.1428  0.3387  0.3258
C  6.1259  -0.9446  -0.9254
C  4.8274  -1.4104  -1.0147
H  1.5059  4.6777  -0.7141
H  1.7069  3.2968  0.3623
H  1.4774  4.9117  1.0316
H  -0.8240  4.9964  0.1019
H  -0.6283  3.6350  1.2037
H  -0.2874  2.1158  -0.7389
H  -0.3872  3.4827  -1.8334
H  -2.5028  2.3030  -1.8720
H  -2.7061  3.9178  -1.2266
H  -4.0477  2.2722  0.0044
H  -2.9190  3.1447  1.0277
H  -1.3751  1.2277  1.0136
H  -2.9513  0.8711  1.7261
H  -2.2075  0.2422  -1.1647
H  -3.7075  -0.1947  -0.3617
H  -2.0801  -2.8029  1.6987
H  -2.1749  -1.1275  2.2289
H  -4.4690  -2.7143  0.9560
H  -4.5698  -1.0287  1.4869
H  -4.2591  -2.3044  2.6448
H  -2.0711  -1.9453  -1.8677
H  -3.5431  -2.3307  -0.9826
H  -0.8976  -3.8546  -0.7104
H  -2.4087  -4.2540  0.1199
H  -2.3109  -4.3367  -1.6252
H  -0.3240  -0.5292  0.9847
H  -0.2035  -2.2507  0.6487
H  0.2263  -1.8683  -1.6927
H  -0.2768  -0.1781  -1.5907
H  1.6358  0.3092  -0.0839
H  2.1064  -0.2607  -1.6784
H  2.4570  -2.5581  -0.7371
H  2.1152  -1.9216  0.8819
H  3.6441  -0.3179  1.9490
H  5.9490  0.5210  2.1178
H  6.8277  -1.1211  -1.7247
H  4.5208  -1.9562  -1.8951

Forces on atoms 1 to 2 (eV/Å):
-0.2247 0.0483 0.1071
0.2257 -0.2131 -0.2037

Mulliken population analysis, charges in e, atoms 1 to 2: -1.305 -0.340


Formula: C21H37F14N3O11S2Si2
Source: OMol25
Level of theory: ωB97M-V/def2-TZVPD

LUMO energy: -0.0002 Eh
Charge: 0
Molecular weight: 893.8 g/mol
E_HOMO: -0.3389 Eh
SMILES string: NC(N)(N)C[Si@H](CCCF)O[Si@@H](S)S(=O)(=O)F.CCOC(=O)C(F)(F)F.CCOC(=O)C(F)(F)F.CCOC(=O)C(F)(F)F.CCOC(=O)C(F)(F)F
Orbital gap: 9.2 eV
E: -4588.0081 hartree

CARTESIAN COORDINATES (ANGSTROEM)
N  -3.4692  -4.4212  1.5163
C  -4.6235  -4.0761  0.6909
N  -5.1707  -5.3018  0.1069
N  -5.5730  -3.3432  1.5427
C  -4.2126  -3.1480  -0.4600
Si  -3.4463  -1.4877  -0.0453
C  -1.6072  -1.5715  0.2654
C  -1.2138  -1.6759  1.7495
C  0.1688  -2.2512  1.9436
F  1.1028  -1.4918  1.2179
O  -4.0506  -0.7504  1.3204
Si  -5.4167  0.0245  1.6488
S  -7.0535  -0.3510  0.3610
S  -6.1414  -0.7507  3.6225
O  -6.8305  0.3162  4.2778
O  -5.1906  -1.5667  4.3027
F  -7.3063  -1.7510  3.1641
H  -2.5978  -4.0737  1.1460
H  -3.5765  -4.0853  2.4643
H  -5.8200  -5.7517  0.7417
H  -5.6707  -5.0999  -0.7502
H  -5.8595  -3.9269  2.3251
H  -6.4164  -3.1609  1.0074
H  -5.0797  -2.9790  -1.1078
H  -3.4665  -3.6624  -1.0792
H  -3.7501  -0.6213  -1.2098
H  -1.1717  -2.3939  -0.3148
H  -1.1666  -0.6616  -0.1496
H  -1.9150  -2.2973  2.3142
H  -1.2483  -0.6834  2.2035
H  0.2386  -3.2781  1.5717
H  0.4810  -2.2297  2.9892
H  -5.2100  1.4514  1.9062
H  -6.6533  0.5810  -0.5215
C  4.1546  -1.3449  -0.1724
C  3.4424  -2.6348  -0.5015
O  4.1349  -3.3746  -1.5450
C  5.2036  -4.0456  -1.1686
O  5.6616  -4.1470  -0.0677
C  5.8221  -4.7731  -2.3890
F  5.9804  -3.9465  -3.4246
F  5.0229  -5.7769  -2.7733
F  7.0078  -5.2822  -2.0723
H  4.2652  -0.7308  -1.0662
H  3.5595  -0.7959  0.5566
H  5.1391  -1.5351  0.2521
H  2.4569  -2.4509  -0.9198
H  3.3428  -3.2785  0.3712
C  -4.7649  5.4210  -2.7000
C  -3.2650  5.5800  -2.6248
O  -2.6567  4.5202  -1.8380
C  -2.5169  3.3557  -2.4411
O  -2.8104  3.0634  -3.5623
C  -1.8547  2.3465  -1.4699
F  -2.4879  2.3241  -0.2882
F  -0.5791  2.6799  -1.2520
F  -1.8899  1.1196  -1.9756
H  -5.1977  5.3933  -1.7000
H  -5.1852  6.2734  -3.2341
H  -5.0381  4.5121  -3.2335
H  -2.9835  6.4871  -2.0976
H  -2.8040  5.5860  -3.6114
C  7.5229  -6.6706  1.2745
C  8.9228  -6.9947  1.7368
O  9.5045  -5.8840  2.4708
C  9.1129  -5.7479  3.7232
O  8.3638  -6.4453  4.3412
C  9.8141  -4.5189  4.3549
F  9.7033  -3.4389  3.5767
F  11.1183  -4.7769  4.5246
F  9.2859  -4.2392  5.5391
H  7.5108  -5.7652  0.6705
H  7.1464  -7.4947  0.6671
H  6.8514  -6.5335  2.1207
H  9.6025  -7.1334  0.8997
H  8.9544  -7.8787  2.3727
C  0.0639  10.3237  -0.5875
C  0.2703  10.6520  -2.0472
O  -0.7786  10.0760  -2.8711
C  -1.9286  10.7252  -2.8811
O  -2.2067  11.7391  -2.3136
C  -2.9319  9.9875  -3.8031
F  -2.9788  8.6778  -3.5141
F  -2.5602  10.1134  -5.0808
F  -4.1500  10.4873  -3.6633
H  0.0163  9.2448  -0.4402
H  0.9045  10.7118  -0.0119
H  -0.8499  10.7776  -0.2081
H  1.1800  10.2040  -2.4383
H  0.2933  11.7263  -2.2246

Forces on atoms 1 to 2 (eV/Å):
-0.1978 -0.0752 0.2958
0.1617 0.1971 -0.0599

Mulliken population analysis, charges in e, atoms 1 to 2: -0.677 0.846


Question: Among the records above, which one has the lowest orbital gap?
Answer: C21H37ClCuN2SeSi


Question: Number 2 is which compound?
Answer: C21H37ClN


Please write out number 1 again, unchanged.
Formula: C21H37ClCuN2SeSi
Source: OMol25
Level of theory: ωB97M-V/def2-TZVPD

Energy relative to the best compared isomer or geometry (same formula, charge and spin): 1.4 kcal per mole
LUMO energy: 0.1009 Eh
Charge: -1
Molecular weight: 523.6 g/mol
E_HOMO: -0.1517 Eh
Orbital gap: 6.9 eV
E: -5723.5746 hartree

CARTESIAN COORDINATES (ANGSTROEM)
Cu  -1.6054  -1.1900  0.4507
C  3.8930  -2.1814  -0.4289
N  2.5722  -2.7340  -0.6045
C  1.8052  -3.2983  0.3752
Se  2.2465  -3.5126  2.1320
N  0.6578  -3.6974  -0.2179
C  0.6725  -3.3953  -1.5671
C  -0.2425  -3.6082  -2.5828
C  0.1171  -3.1884  -3.8561
C  1.3540  -2.5906  -4.1060
C  2.2761  -2.3908  -3.0884
C  1.9071  -2.8008  -1.8192
H  4.1129  -2.1767  0.6362
H  3.9202  -1.1592  -0.8129
H  4.6307  -2.7910  -0.9551
H  -0.1562  -4.0107  0.3094
H  -1.1967  -4.0756  -2.3839
H  -0.5788  -3.3262  -4.6733
H  1.5948  -2.2678  -5.1106
H  3.2291  -1.9134  -3.2741
Cl  -2.3708  -4.4124  0.5949
C  -2.7109  -2.7316  -0.1530
H  -3.7730  -2.5999  0.0671
H  -2.6527  -2.9350  -1.2264
C  2.0172  0.4843  1.2856
C  0.7771  1.0666  1.9744
C  1.1345  2.4654  2.4873
C  0.5277  0.1523  3.1857
Si  -0.7535  0.9304  0.7528
C  -2.1885  2.1027  1.4303
C  -1.9808  3.6123  1.2639
C  -2.4113  1.8230  2.9232
C  -3.5137  1.7231  0.7495
C  -0.1946  1.6274  -1.0076
C  0.6514  2.9051  -1.0077
C  0.5873  0.5272  -1.7414
C  -1.4310  1.8891  -1.8782
H  2.8280  0.3688  2.0184
H  2.3893  1.1177  0.4789
H  1.8053  -0.5105  0.8833
H  2.0395  2.4134  3.1097
H  0.3448  2.8924  3.1068
H  1.3347  3.1676  1.6753
H  1.4179  0.1450  3.8302
H  0.3454  -0.8771  2.8688
H  -0.3168  0.4726  3.7939
H  -1.0564  3.9575  1.7291
H  -2.8116  4.1588  1.7338
H  -1.9547  3.9107  0.2145
H  -1.5929  2.1847  3.5460
H  -2.5360  0.7534  3.1143
H  -3.3263  2.3309  3.2588
H  -3.5075  1.8913  -0.3262
H  -4.3312  2.3231  1.1749
H  -3.7479  0.6683  0.9147
H  1.6172  2.7592  -0.5221
H  0.1500  3.7342  -0.5033
H  0.8543  3.2215  -2.0415
H  1.5154  0.2507  -1.2358
H  0.8485  0.8630  -2.7553
H  -0.0149  -0.3794  -1.8374
H  -2.0079  2.7517  -1.5432
H  -2.0949  1.0201  -1.8972
H  -1.1151  2.0885  -2.9121

Forces on atoms 1 to 2 (eV/Å):
-0.1316 -0.0052 -0.1178
-0.0090 0.0410 -0.0007

Mulliken population analysis, charges in e, atoms 1 to 2: -0.872 -1.105


Question: Among the records above, which one has the highest E?
Answer: C21H37ClN